[1]
A molecular structure, C4H5N3O at a distorted geometry, computed with ωB97M-V with the def2-TZVPD basis set.

Geometry (Å):
C: -0.828 -0.593 -0.330
C: 0.420 -0.219 -0.901
C: 1.656 0.218 -1.678
C: 0.862 0.545 0.114
H: -1.013 -0.326 2.711
H: -2.714 0.116 1.946
H: -1.636 -1.260 -0.751
H: 1.458 0.862 -2.620
H: 2.320 -0.659 -1.826
N: -1.773 -0.589 1.815
N: -0.853 0.018 0.880
N: 0.080 0.845 1.169
O: 2.022 1.042 -0.529

**HOMO-LUMO gap**: 0.348 Ha
**Relative energy (zero: lowest compared OMol25 entry of this formula, charge and spin)**: 646.0 kJ/mol
**HOMO energy**: -0.3171 Eh
**Largest force on an atom**: 6.75 eV/A

---

[2]
A molecular structure, C43H40N2O2RuSb2, computed with ωB97M-V with the def2-TZVPD basis set.

Geometry (Å):
Ru: 1.151 -0.274 -0.795
O: 1.493 1.765 -1.117
C: 2.517 2.587 -1.106
C: 2.279 3.973 -1.089
C: 3.323 4.870 -1.028
C: 4.651 4.432 -0.991
C: 4.903 3.083 -1.038
C: 3.860 2.143 -1.100
C: 4.223 0.756 -1.232
N: 3.432 -0.249 -1.332
C: 4.036 -1.564 -1.517
C: 3.332 -2.553 -0.600
N: 1.913 -2.455 -0.900
C: 1.293 -3.501 -1.307
C: -0.056 -3.567 -1.797
C: -0.596 -4.839 -2.061
C: -1.859 -4.987 -2.573
C: -2.610 -3.841 -2.861
C: -2.103 -2.581 -2.632
C: -0.818 -2.410 -2.087
O: -0.381 -1.190 -1.860
H: 1.251 4.312 -1.134
H: 3.109 5.932 -1.013
H: 5.462 5.145 -0.943
H: 5.927 2.723 -1.036
H: 5.301 0.573 -1.284
H: 5.111 -1.541 -1.323
H: 3.880 -1.878 -2.552
H: 3.503 -2.270 0.443
H: 3.709 -3.566 -0.753
H: 1.833 -4.453 -1.310
H: 0.011 -5.713 -1.846
H: -2.265 -5.970 -2.765
H: -3.605 -3.944 -3.275
H: -2.684 -1.694 -2.851
C: -1.129 3.079 0.748
C: -0.036 2.900 1.805
C: -0.222 1.680 2.713
Sb: 0.580 -0.172 1.982
C: -0.950 -1.574 2.332
C: -0.976 -2.721 1.543
C: -1.997 -3.652 1.689
C: -2.997 -3.433 2.625
C: -2.972 -2.294 3.420
C: -1.950 -1.366 3.278
C: 2.023 -0.647 3.450
C: 3.041 0.262 3.731
C: 4.010 -0.050 4.674
C: 3.972 -1.274 5.330
C: 2.963 -2.185 5.047
C: 1.989 -1.875 4.107
Sb: -1.300 1.405 -0.592
C: -1.449 2.345 -2.479
C: -1.797 3.686 -2.607
C: -1.897 4.266 -3.865
C: -1.648 3.507 -5.000
C: -1.300 2.169 -4.877
C: -1.199 1.586 -3.621
C: -3.310 0.811 -0.237
C: -4.346 1.743 -0.276
C: -5.656 1.344 -0.053
C: -5.940 0.008 0.206
C: -4.914 -0.926 0.237
C: -3.602 -0.525 0.015
H: -0.920 3.968 0.152
H: -2.103 3.225 1.220
H: -0.035 3.789 2.442
H: 0.945 2.878 1.320
H: -1.279 1.505 2.927
H: 0.283 1.824 3.669
H: -0.208 -2.891 0.800
H: -2.012 -4.536 1.062
H: -3.799 -4.152 2.739
H: -3.752 -2.126 4.152
H: -1.946 -0.483 3.907
H: 3.085 1.220 3.223
H: 4.795 0.661 4.897
H: 4.728 -1.515 6.065
H: 2.931 -3.137 5.563
H: 1.196 -2.585 3.899
H: -1.999 4.293 -1.731
H: -2.170 5.309 -3.957
H: -1.725 3.959 -5.980
H: -1.105 1.576 -5.762
H: -0.922 0.543 -3.531
H: -4.140 2.787 -0.492
H: -6.456 2.072 -0.086
H: -6.962 -0.303 0.377
H: -5.131 -1.969 0.431
H: -2.812 -1.266 0.033

**HOMO-LUMO gap (spin up / spin down)**: 0.282 / 0.233 Ha
**HOMO energy (spin up / spin down)**: -0.3679 / -0.3837 Eh
**Largest force on an atom**: 0.53 eV/A
**Total charge**: +1
**Expectation value of S²**: 8.77
**2S+1**: 6

---

[3]
A molecular structure, C24H33Cl3F15NO11 at a distorted geometry, computed with ωB97M-V with the def2-TZVPD basis set.

Geometry (Å):
C: 1.278 0.517 -0.347
O: 1.557 1.603 -0.780
N: 0.292 -0.262 -0.786
C: -0.081 -1.565 -0.181
C: -0.542 0.165 -1.896
H: 1.642 0.149 0.625
H: -0.043 -2.338 -0.949
H: -1.134 -1.600 0.098
H: 0.569 -1.851 0.646
H: -0.507 -0.547 -2.720
H: -1.538 0.175 -1.451
H: -0.332 1.148 -2.317
C: 2.815 -0.648 1.116
C: 4.170 -0.273 1.755
O: 5.009 -1.403 1.800
C: 6.092 -1.433 2.514
O: 6.439 -0.455 3.236
C: 6.922 -2.737 2.500
F: 6.444 -3.617 1.599
F: 8.188 -2.431 2.293
F: 6.835 -3.406 3.608
H: 3.038 -0.930 0.087
H: 2.260 0.286 1.027
H: 2.183 -1.320 1.695
H: 3.963 0.199 2.716
H: 4.577 0.518 1.126
C: -3.275 0.313 0.568
C: -3.876 -0.805 1.428
O: -4.446 -1.827 0.691
C: -3.681 -2.782 0.186
O: -2.481 -2.960 0.501
C: -4.318 -3.631 -0.956
F: -5.562 -3.263 -1.234
F: -3.499 -3.580 -2.038
F: -4.315 -4.887 -0.404
H: -4.010 0.827 -0.052
H: -2.539 0.010 -0.177
H: -2.792 1.072 1.183
H: -4.701 -0.272 1.902
H: -3.232 -1.271 2.174
C: -1.190 1.404 0.269
C: -1.935 2.028 1.438
O: -1.912 3.444 1.311
C: -1.007 4.219 1.929
O: -0.136 3.830 2.742
C: -1.248 5.731 1.793
F: -0.136 6.350 1.470
F: -2.167 6.010 0.860
F: -1.574 6.221 2.955
H: -0.932 0.362 0.458
H: -0.201 1.842 0.135
H: -1.748 1.465 -0.665
H: -1.635 1.729 2.442
H: -2.962 1.676 1.343
C: -1.506 -6.487 -2.132
C: -2.417 -5.466 -1.488
O: -2.025 -4.944 -0.232
C: -0.887 -4.117 -0.111
O: -0.272 -3.600 -1.072
C: -0.490 -3.815 1.298
F: -0.511 -2.491 1.485
F: -1.345 -4.388 2.102
F: 0.795 -4.164 1.488
H: -1.909 -6.784 -3.100
H: -1.360 -7.315 -1.437
H: -0.502 -6.115 -2.337
H: -3.342 -6.010 -1.299
H: -2.747 -4.601 -2.064
C: 1.084 1.995 -3.588
C: 0.155 2.566 -2.469
O: 0.402 3.977 -2.419
C: -0.130 4.777 -1.484
O: -0.850 4.352 -0.555
C: 0.430 6.229 -1.499
F: -0.342 7.090 -2.250
F: 0.492 6.738 -0.182
F: 1.656 6.180 -2.018
H: 0.528 2.028 -4.525
H: 1.479 1.006 -3.353
H: 1.947 2.615 -3.829
H: 0.308 2.041 -1.526
H: -0.895 2.388 -2.704
C: 2.632 2.973 0.399
Cl: 4.249 2.226 0.699
Cl: 2.722 3.763 -1.209
Cl: 2.188 3.961 1.816
H: 1.874 2.194 0.329

**HOMO-LUMO gap**: 0.302 Ha
**Relative energy (zero: lowest compared OMol25 entry of this formula, charge and spin)**: 2951.5 kJ/mol
**HOMO energy**: -0.3174 Eh
**Largest force on an atom**: 14.10 eV/A

---

[4]
2 unconnected molecules or ions with the total composition H3NO2Si at a distorted geometry, computed with ωB97M-V with the def2-TZVPD basis set.

Geometry (Å):
N: 0.047 -0.959 0.149
O: 0.288 -1.360 1.311
O: -0.462 -1.659 -0.739
Si: 0.289 0.751 -0.202
H: 1.329 1.086 1.056
H: 0.602 0.732 -1.552
H: -2.093 1.409 -0.024

**HOMO-LUMO gap (spin up / spin down)**: 0.292 / 0.290 Ha
**Relative energy (zero: lowest compared OMol25 entry of this formula, charge and spin)**: 344.1 kJ/mol
**HOMO energy (spin up / spin down)**: -0.3067 / -0.4029 Eh
**Largest force on an atom**: 4.45 eV/A
**Expectation value of S²**: 2.00
**2S+1**: 3

---

[5]
A single C15H19N molecule at a distorted geometry, computed with ωB97M-V with the def2-TZVPD basis set.

Geometry (Å):
C: -3.461 -1.146 0.623
C: -3.820 -0.718 -0.704
C: -3.043 0.538 -1.047
C: -3.533 1.713 -0.204
C: -3.028 1.388 1.298
C: -2.419 -0.008 0.983
N: -1.807 0.092 -0.382
C: -0.460 0.724 -0.643
C: 0.589 -0.056 0.038
C: 0.809 -1.554 -0.267
C: 1.110 -1.852 1.288
C: 2.581 -1.570 1.016
C: 2.272 -1.319 -0.447
C: 2.104 0.157 -0.295
C: 2.473 0.009 1.209
C: 0.916 -0.288 1.582
H: -2.827 -2.060 0.616
H: -4.303 -1.343 1.231
H: -3.490 -1.522 -1.454
H: -4.917 -0.603 -0.863
H: -2.906 0.803 -2.088
H: -3.346 2.735 -0.500
H: -4.628 1.691 -0.119
H: -2.303 1.972 1.766
H: -3.829 1.410 2.148
H: -1.799 -0.391 1.733
H: -0.254 0.687 -1.791
H: -0.379 1.744 -0.194
H: 0.058 -1.958 -1.016
H: 0.688 -2.641 1.909
H: 3.358 -2.056 1.464
H: 2.799 -1.765 -1.367
H: 2.568 0.863 -1.075
H: 3.246 0.611 1.661
H: 0.575 0.200 2.511

**HOMO-LUMO gap**: 0.340 Ha
**Relative energy (zero: lowest compared OMol25 entry of this formula, charge and spin)**: 645.9 kJ/mol
**HOMO energy**: -0.3036 Eh
**Largest force on an atom**: 5.81 eV/A
**SMILES string**: C1C[C@H]2CC[C@@H]1N2C[C@]12[C@H]3[C@@H]4C5[C@H]3[C@H]1[C@@H]5[C@@H]42

---

[6]
A molecular structure, C31H50N9O6P2S2Zr at a distorted geometry, computed with ωB97M-V with the def2-TZVPD basis set.

Geometry (Å):
Zr: -0.146 -0.533 -0.034
C: -2.574 -3.938 -0.989
O: -2.724 -3.951 -2.386
C: -2.258 -2.900 -3.130
C: -2.730 -2.896 -4.430
C: -2.418 -1.884 -5.331
C: -1.628 -0.846 -4.913
C: -1.115 -0.825 -3.606
C: -0.100 0.119 -3.290
N: 0.365 0.263 -2.095
N: 1.608 0.868 -2.050
C: 2.338 0.343 -1.107
O: 1.864 -0.528 -0.277
C: 3.764 0.728 -1.104
C: 4.253 1.611 -2.075
C: 5.591 1.961 -2.080
C: 6.449 1.445 -1.119
C: 5.972 0.570 -0.157
C: 4.638 0.199 -0.156
C: -1.381 -1.869 -2.665
O: -0.798 -1.893 -1.489
H: -3.234 -4.723 -0.619
H: -2.858 -2.975 -0.549
H: -1.545 -4.165 -0.715
H: -3.366 -3.715 -4.729
H: -2.796 -1.928 -6.338
H: -1.371 -0.037 -5.579
H: 0.414 0.614 -4.118
H: 3.574 1.999 -2.818
H: 5.974 2.620 -2.844
H: 7.492 1.721 -1.130
H: 6.644 0.158 0.581
H: 4.257 -0.499 0.574
C: -0.177 3.915 0.809
P: -0.345 2.573 -0.467
C: 0.310 3.574 -1.887
C: -2.158 2.887 -0.814
C: -2.795 1.811 -1.677
P: -2.945 0.155 -0.829
C: -4.236 0.597 0.433
C: -4.151 -0.544 -2.060
H: -0.870 4.731 0.602
H: 0.840 4.301 0.780
H: -0.366 3.510 1.800
H: -0.072 4.594 -1.882
H: 0.038 3.089 -2.820
H: 1.395 3.599 -1.824
H: -2.245 3.858 -1.314
H: -2.697 2.959 0.132
H: -2.194 1.651 -2.578
H: -3.797 2.126 -1.990
H: -4.951 1.306 0.019
H: -3.784 1.010 1.328
H: -4.769 -0.309 0.717
H: -5.055 0.061 -2.099
H: -4.425 -1.556 -1.776
H: -3.708 -0.587 -3.050
C: -2.979 -2.950 2.775
N: -1.824 -3.772 2.475
C: -1.567 -4.815 3.446
C: -0.937 -3.326 1.550
O: -1.080 -2.176 1.067
N: 0.067 -4.148 1.144
C: -0.042 -5.594 1.062
C: 1.129 -3.609 0.309
H: -3.877 -3.571 2.759
H: -3.058 -2.158 2.032
H: -2.874 -2.487 3.758
H: -1.825 -4.443 4.439
H: -0.517 -5.087 3.454
H: -2.184 -5.699 3.260
H: -1.052 -5.933 1.269
H: 0.651 -6.084 1.748
H: 0.212 -5.910 0.048
H: 1.335 -2.571 0.585
H: 0.877 -3.660 -0.759
H: 2.028 -4.200 0.486
C: 2.670 4.167 3.741
N: 3.286 4.091 2.449
C: 4.094 5.030 1.861
C: 4.398 4.589 0.618
N: 3.767 3.386 0.451
C: 3.079 3.078 1.574
S: 2.076 1.747 1.822
H: 3.198 4.888 4.358
H: 2.698 3.182 4.206
H: 1.625 4.464 3.637
H: 4.380 5.928 2.368
H: 4.991 5.032 -0.154
H: 3.842 2.766 -0.351
O: 3.344 -1.429 2.044
S: 2.296 -0.742 2.773
N: 0.933 -1.021 2.128
N: -1.135 0.115 3.412
C: -1.463 0.956 2.498
N: -2.097 2.149 2.804
O: -1.201 0.762 1.240
H: -1.361 0.427 4.350
H: 0.157 -0.678 2.733
H: -2.552 2.219 3.697
H: -2.510 2.664 2.047

**HOMO-LUMO gap**: 0.276 Ha
**Relative energy (zero: lowest compared OMol25 entry of this formula, charge and spin)**: 233.0 kJ/mol
**HOMO energy**: -0.3699 Eh
**Largest force on an atom**: 1.94 eV/A
**Total charge**: +1

---

[7]
7 unconnected molecules or ions with the total composition C31H65N2O21PS8 at a distorted geometry, computed with ωB97M-V with the def2-TZVPD basis set.

Geometry (Å):
C: -1.196 -5.943 8.546
C: 0.089 -5.946 7.939
C: 1.625 -5.740 7.365
C: 2.603 -7.035 7.611
O: 2.993 -7.024 9.030
C: 4.432 -7.268 9.219
O: 4.769 -8.395 9.888
C: 5.664 -6.308 8.723
C: 5.338 -4.701 8.719
C: 5.749 -4.030 7.243
S: 4.169 -3.576 6.318
C: 4.464 -3.656 4.433
S: 4.243 -5.050 3.484
N: 4.962 -2.330 3.820
C: 4.010 -1.166 4.019
C: 4.929 0.008 3.287
N: 6.235 -0.638 2.782
C: 6.280 -2.116 3.109
P: 1.848 -8.675 6.988
C: 2.819 -9.087 5.349
O: 2.177 -10.011 8.055
H: -2.284 -5.608 8.908
H: 1.659 -5.398 6.230
H: 2.115 -4.838 7.974
H: 3.577 -6.843 6.947
H: 6.574 -6.495 9.472
H: 5.998 -6.667 7.654
H: 6.067 -4.164 9.497
H: 4.240 -4.437 9.042
H: 6.430 -4.773 6.635
H: 6.321 -3.007 7.428
H: 2.969 -1.083 4.552
H: 4.606 1.147 3.217
H: 7.095 -2.937 2.923
H: 3.077 -10.232 5.254
H: 3.835 -8.470 5.407
H: 2.243 -8.656 4.407
H: 3.075 -10.394 7.810
C: 3.462 -0.332 -0.623
C: 2.755 0.634 -1.556
O: 1.436 0.914 -1.109
S: 1.235 1.965 0.120
C: -0.515 2.196 -0.072
O: 1.902 3.206 -0.207
O: 1.469 1.271 1.368
H: 3.656 0.132 0.349
H: 4.421 -0.645 -1.046
H: 2.846 -1.218 -0.441
H: 3.330 1.558 -1.680
H: 2.666 0.173 -2.546
H: -0.706 2.668 -1.037
H: -0.861 2.843 0.737
H: -1.009 1.225 -0.008
C: -4.450 2.781 -5.599
C: -4.863 3.099 -4.174
O: -4.926 1.924 -3.379
S: -3.535 1.281 -2.825
C: -4.260 0.176 -1.638
O: -2.794 2.300 -2.114
O: -2.937 0.489 -3.878
H: -3.413 2.436 -5.640
H: -4.536 3.668 -6.233
H: -5.073 1.983 -6.015
H: -4.194 3.840 -3.724
H: -5.868 3.533 -4.182
H: -4.763 0.764 -0.869
H: -3.457 -0.416 -1.193
H: -4.965 -0.480 -2.151
C: -0.363 -1.653 5.059
C: -0.688 -0.513 6.005
O: -1.840 -0.799 6.784
S: -1.692 -1.804 8.058
C: -3.258 -1.438 8.812
O: -0.639 -1.317 8.923
O: -1.724 -3.169 7.579
H: -0.037 -2.541 5.610
H: 0.439 -1.369 4.372
H: -1.245 -1.939 4.477
H: 0.167 -0.273 6.646
H: -0.913 0.384 5.419
H: -3.264 -0.393 9.125
H: -3.376 -2.091 9.679
H: -4.052 -1.633 8.089
C: -3.298 9.145 -7.920
C: -2.393 7.952 -7.676
O: -2.339 7.616 -6.298
S: -3.585 6.795 -5.645
C: -2.780 6.341 -4.128
O: -3.818 5.595 -6.420
O: -4.647 7.728 -5.335
H: -4.343 8.893 -7.717
H: -3.227 9.479 -8.959
H: -3.032 9.976 -7.260
H: -2.703 7.090 -8.277
H: -1.373 8.209 -7.983
H: -1.942 5.681 -4.356
H: -3.508 5.820 -3.502
H: -2.437 7.247 -3.625
C: -0.358 8.797 -13.981
C: -1.168 10.080 -13.956
O: -2.552 9.823 -14.142
S: -3.418 9.260 -12.882
C: -5.028 9.536 -13.579
O: -3.245 10.152 -11.755
O: -3.207 7.833 -12.772
H: -0.582 8.174 -13.110
H: 0.713 9.016 -13.974
H: -0.595 8.205 -14.871
H: -0.995 10.640 -13.031
H: -0.848 10.720 -14.785
H: -5.174 10.608 -13.718
H: -5.770 9.143 -12.880
H: -5.096 9.006 -14.531
C: -0.075 -5.405 -1.789
C: -1.146 -5.362 -0.715
O: -0.602 -5.623 0.570
S: 0.203 -4.431 1.335
C: 0.251 -5.190 2.940
O: -0.643 -3.259 1.404
O: 1.553 -4.375 0.817
H: 0.627 -4.574 -1.677
H: -0.523 -5.338 -2.784
H: 0.506 -6.330 -1.721
H: -1.680 -4.406 -0.726
H: -1.884 -6.146 -0.915
H: -0.769 -5.289 3.315
H: 0.834 -4.545 3.602
H: 0.731 -6.167 2.855

**HOMO-LUMO gap**: 0.243 Ha
**HOMO energy**: -0.3039 Eh
**Largest force on an atom**: 10.01 eV/A
**SMILES string**: C#CC[C@@H](OC(=O)CCCSC(=S)n1ccnc1)P(C)O.CCOS(C)(=O)=O.CCOS(C)(=O)=O.CCOS(C)(=O)=O.CCOS(C)(=O)=O.CCOS(C)(=O)=O.CCOS(C)(=O)=O